Entry from the Open Molecules 2025 dataset: a molecular structure, C49H52N5PtS at a distorted geometry (wB97M-V/def2-TZVPD).

As for the HOMO energy (alpha / beta): -9.6 / -9.6 eV.

Structure (ORCA input):
```
! RIJCOSX wB97M-V def2-TZVPD def2/J DEFGRID3
* xyz 1 1
Pt -0.384 0.031 -0.409
C -0.170 1.931 -6.183
C -0.997 2.828 -5.250
C -0.808 2.575 -3.784
C -0.464 3.497 -2.837
C -0.232 4.964 -3.021
C -1.535 5.764 -3.003
C -0.424 2.810 -1.578
C -0.298 3.411 -0.336
C -0.476 2.775 0.872
C -0.608 3.425 2.147
C -0.481 4.894 2.393
C -1.835 5.598 2.494
C -0.935 2.457 3.051
C -0.874 1.199 2.355
C -0.900 -0.041 2.957
C -0.623 -1.241 2.337
N -0.550 -1.410 0.980
C -0.272 -2.742 0.765
C -0.282 -3.342 -0.475
C -0.603 -2.708 -1.662
N -0.872 -1.371 -1.778
C -1.155 -1.140 -3.101
C -1.280 0.105 -3.687
C -0.946 1.316 -3.103
N -0.718 1.488 -1.760
C -1.171 -2.389 -3.816
C -0.801 -3.357 -2.929
C -0.581 -4.814 -3.184
C 0.902 -5.150 -3.351
C -1.506 -2.541 -5.266
C -3.014 -2.526 -5.523
C -0.166 -3.427 2.025
C -0.416 -2.508 2.997
C -0.422 -2.746 4.474
C 0.986 -2.674 5.074
C 0.070 -4.894 2.189
C -1.235 -5.693 2.185
N -0.703 1.419 1.012
C -1.320 2.649 4.486
C -2.828 2.502 4.703
H 0.034 2.446 -7.120
H -0.679 1.002 -6.440
H 0.789 1.674 -5.730
H -2.059 2.761 -5.501
H -0.719 3.866 -5.437
H 0.289 5.124 -3.967
H 0.444 5.332 -2.247
H -2.172 5.492 -3.845
H -1.338 6.834 -3.059
H -2.100 5.570 -2.089
H -0.129 4.478 -0.318
H 0.114 5.353 1.601
H 0.087 5.048 3.314
H -2.426 5.439 1.590
H -1.705 6.671 2.631
H -2.413 5.218 3.337
H -1.031 -0.061 4.030
H -0.091 -4.405 -0.518
H -1.512 0.120 -4.741
H -1.130 -5.106 -4.081
H -1.011 -5.401 -2.370
H 1.308 -4.670 -4.242
H 1.050 -6.226 -3.448
H 1.485 -4.801 -2.498
H -1.077 -3.475 -5.632
H -1.021 -1.747 -5.840
H -3.507 -3.328 -4.973
H -3.230 -2.658 -6.583
H -3.461 -1.584 -5.201
H -0.856 -3.729 4.671
H -1.076 -2.027 4.970
H 1.605 -3.497 4.715
H 0.947 -2.731 6.162
H 1.481 -1.744 4.798
H 0.606 -5.063 3.124
H 0.729 -5.255 1.397
H -1.862 -5.420 3.035
H -1.037 -6.763 2.239
H -1.811 -5.498 1.278
H -0.990 3.638 4.809
H -0.802 1.936 5.130
H -3.384 3.201 4.077
H -3.091 2.694 5.743
H -3.165 1.497 4.448
S 4.280 -0.825 1.997
C 3.712 -0.264 3.520
C 4.324 -0.362 4.767
C 3.693 0.221 5.847
C 2.482 0.903 5.680
C 1.880 0.988 4.443
C 2.485 0.382 3.343
N 1.996 0.388 2.046
C 2.823 -0.168 1.237
C 2.704 -0.284 -0.240
C 3.930 -0.516 -0.887
C 4.083 -0.627 -2.251
C 2.960 -0.504 -3.041
C 1.731 -0.292 -2.439
C 1.565 -0.183 -1.067
H 5.273 -0.867 4.884
H 4.146 0.165 6.827
H 2.012 1.372 6.535
H 0.959 1.526 4.314
H 4.831 -0.582 -0.294
H 5.063 -0.792 -2.677
H 3.014 -0.581 -4.119
H 0.895 -0.226 -3.105
*
```